# 1
DFT (wB97M-V/def2-TZVPD) results for a molecular structure, C4H5ClS2.

```
12
Properties=species:S:1:pos:R:3:mulliken_charge:R:1
Cl -4.21664 0.42147 -0.06683 -0.1659
S 0.67238 1.87408 -0.06621 -0.2462
S -0.10117 -0.87298 -0.24871 -0.1010
C -2.63462 0.00875 0.39297 0.0427
C 1.19387 0.27352 -0.19521 0.3062
C -1.68921 0.10612 -0.55815 -0.4877
C 2.53404 -0.32859 0.18490 -0.8326
H 3.41090 0.54659 -0.18665 0.2604
H -1.78073 0.67541 -1.46786 0.4035
H 2.43795 -0.91719 1.24899 0.3046
H 2.55102 -1.47841 -0.56404 0.2331
H -2.37778 -0.30877 1.52681 0.2829
```

Values from the calculation:
Gap between HOMO and LUMO (eV): 8.0026

# 2
DFT (wB97M-V/def2-TZVPD) results for a molecular structure, C4H5CrF6MgNO8S2.

```
28
Properties=species:S:1:pos:R:3:mulliken_charge:R:1
Cr 0.87880 -0.42941 1.46565 1.2277
S -2.10217 0.91011 1.72681 1.2149
S -1.37419 -2.84299 0.68350 1.2727
Mg -1.44648 -0.34432 -1.25514 1.1255
F -1.09598 -4.74672 -1.06671 -0.1830
F 0.28384 -4.91249 0.61313 -0.1771
F 0.61180 -3.39078 -0.89610 -0.2407
F -1.31644 3.37040 1.12027 -0.1925
F -2.08136 3.14500 3.14781 -0.1671
F -3.44226 3.07348 1.47493 -0.1832
O -0.38472 -2.09483 1.48030 -0.5129
O -2.22558 0.64654 0.29070 -0.4716
O 0.22358 -0.20089 -0.32562 -0.3132
O 2.24823 0.82083 1.54567 -0.8738
O -1.89592 -1.96187 -0.38626 -0.6454
O -2.37717 -3.55244 1.41539 -0.5042
O -3.15820 0.41802 2.55253 -0.5128
O -0.75391 0.47204 2.17600 -0.5476
N 1.45408 0.52205 -2.77074 -0.4980
C -0.32581 -4.08958 -0.21845 0.5595
C -2.21110 2.78184 1.88859 0.5064
C 2.33977 1.24013 -2.88406 0.4428
C 3.46313 2.12850 -3.11329 -0.8510
H 2.63148 1.65007 1.80552 0.2793
H 0.91833 0.31947 -0.76682 0.3254
H 3.16383 3.12364 -2.78804 0.2908
H 3.56515 2.16101 -4.20375 0.3149
H 4.40929 1.78315 -2.71184 0.3141
```

Values from the calculation:
Expectation value of S²: 3.78
Gap between HOMO and LUMO (spin up / spin down) (eV): 8.9171 / 9.7270
Charge: +1
Spin multiplicity: 4

# 3
DFT (wB97M-V/def2-TZVPD) results for a molecular structure, C4H5CuMgO.

```
12
Properties=species:S:1:pos:R:3:mulliken_charge:R:1
Cu -1.91456 2.52672 0.69429 0.6065
Mg -1.90414 -0.78925 -0.22370 0.4701
O -1.20285 0.96289 -0.52548 -0.7212
C 0.17093 0.92283 -0.51512 0.1156
C 0.03606 -1.75105 -0.26252 -0.9058
C 0.41579 -0.47478 -0.06603 0.7140
C 1.03730 0.59256 0.72775 -0.7143
H 0.61981 1.23513 -1.45664 0.3639
H 2.08684 0.86900 0.64564 0.2455
H 0.70242 0.69796 1.75826 0.2436
H -0.66782 -2.23685 -0.92206 0.2605
H 0.62024 -2.55516 0.14562 0.3216
```

Values from the calculation:
Expectation value of S²: 0.75
Gap between HOMO and LUMO (spin up / spin down) (eV): 4.6462 / 7.9995
Charge: +1
Spin multiplicity: 2

# 4
DFT (wB97M-V/def2-TZVPD) results for C4H5F2N in the gas phase.

```
12
Properties=species:S:1:pos:R:3:mulliken_charge:R:1
F -2.38668 1.08403 0.34968 -0.2643
F -2.44149 -0.83417 -0.88434 -0.2637
N 1.05494 0.65464 -0.30033 -0.2154
C -1.68332 -0.05680 0.00086 0.5844
C -0.78775 -0.61673 1.05954 -0.5574
C -0.09613 -0.23237 -0.23595 -0.1119
C 2.29867 0.74850 -0.67166 -0.5260
H -0.73238 0.16851 1.84175 0.2597
H 2.94825 0.09293 -1.13046 0.3712
H 2.69085 1.85588 -0.48431 0.2090
H -0.72898 -1.70427 1.43747 0.2373
H -0.13599 -1.16016 -0.98225 0.2772
```

Values from the calculation:
Expectation value of S²: 2.01
Gap between HOMO and LUMO (spin up / spin down) (eV): 6.8870 / 8.3286
Spin multiplicity: 3

# 5
DFT (wB97M-V/def2-TZVPD) results for C4H5F3N2 in the gas phase.

```
14
Properties=species:S:1:pos:R:3:mulliken_charge:R:1
F 2.95867 0.04102 -1.02663 -0.2505
F 2.06966 1.65352 0.08315 -0.2618
F 2.88684 -0.04017 1.11969 -0.2562
N 0.28021 0.13766 -1.59380 -0.7152
N 1.01877 -2.92516 -0.29280 -0.4369
C 0.83013 -0.36756 -0.02900 1.0187
C -0.10398 0.09854 1.06159 -1.5794
C 0.96261 -1.79491 -0.13695 0.0376
C 2.19066 0.32657 0.03003 0.7031
H -1.01664 -0.49288 1.06240 0.4022
H -0.34688 1.14857 0.91616 0.4011
H -0.68266 -0.18112 -1.63807 0.2807
H 0.82818 -0.39112 -2.26314 0.2810
H 0.39342 -0.02344 2.02393 0.3755
```

Values from the calculation:
SMILES string: C[C@](N)(C#N)C(F)(F)F
Gap between HOMO and LUMO (eV): 11.4639

# 6
DFT (wB97M-V/def2-TZVPD) results for 2 unconnected molecules or ions with the total composition C4H5F3N2O2.

```
16
Properties=species:S:1:pos:R:3:mulliken_charge:R:1
F 3.82159 -0.16510 3.22295 -0.2794
F 2.89988 -2.12603 2.77737 -0.2280
F 1.88479 -0.64110 3.99368 -0.2560
O 1.30165 -0.84819 0.83975 -0.5715
O 0.76486 2.18187 -1.10503 -0.7233
N -0.11414 1.34565 -1.02045 0.4863
N 2.34718 1.06758 1.50457 -0.2988
C 2.02491 -0.20363 1.61011 0.3675
C 2.67140 -0.80622 2.90261 0.7791
C -1.70172 -0.62760 -0.52502 -0.8293
C -0.76991 0.39130 -0.96992 0.2984
H -2.54313 -0.77996 -1.27040 0.3153
H -1.14840 -1.63964 -0.51683 0.2472
H -1.79973 -0.28833 0.52337 0.2101
H 1.75843 1.58504 0.76677 0.2151
H 3.15034 1.55540 2.07915 0.2674
```

Values from the calculation:
SMILES string: NC(=O)C(F)(F)F.CC#[N+][O-]
Gap between HOMO and LUMO (eV): 10.2240

# 7
DFT (wB97M-V/def2-TZVPD) results for 2 unconnected molecules or ions with the total composition C4H5F3O.

```
13
Properties=species:S:1:pos:R:3:mulliken_charge:R:1
F -0.01105 0.09296 2.53682 -0.2856
F 0.82702 -1.72395 0.69200 -0.2426
F 1.27251 -0.10750 -0.72367 -0.2195
O -1.25340 -0.65135 -1.91732 -0.4037
C 0.34864 0.50784 1.31087 0.4454
C 0.84114 -0.41668 0.44474 0.3714
C 0.32803 1.98519 1.08394 -0.8781
C -1.09292 -1.86300 -2.02926 -0.0705
H 1.11136 2.61229 1.47682 0.2660
H 0.29231 2.06808 -0.03984 0.2472
H -1.43263 -2.58658 -1.32049 0.2672
H -0.58688 2.40943 1.51858 0.3005
H -0.64412 -2.32673 -3.03320 0.2024
```

Values from the calculation:
SMILES string: CC(F)=C(F)F.C=O
Gap between HOMO and LUMO (eV): 9.6950

# 8
DFT (wB97M-V/def2-TZVPD) results for C4H5FN2 in the gas phase.

```
12
Properties=species:S:1:pos:R:3:mulliken_charge:R:1
F -1.76910 1.32429 -0.08015 -0.2796
N 0.06094 -0.09206 -0.44670 0.0653
N 1.52524 0.79231 1.04499 -0.5370
C 0.32740 1.39585 1.18854 -0.3976
C -0.57767 0.88419 0.20064 0.4704
C -0.63218 -1.26007 -0.88589 -0.8915
C 1.35780 -0.07899 0.10110 -0.2455
H -0.07832 -1.97052 -1.42474 0.3542
H -1.10096 -1.65086 0.07925 0.3025
H 0.17399 2.13508 1.99597 0.3696
H -1.37559 -0.80608 -1.53367 0.3052
H 2.08846 -0.67315 -0.23934 0.4839
```

Values from the calculation:
SMILES string: Cn1cncc1F
Gap between HOMO and LUMO (eV): 9.1648

Maximum force across the listed records, respectively: 4.3; 3.1; 4.2; 5.3; 4.2; 3.5; 3.7; 5.2 eV/A.